A single C3H6FN molecule. Source: the OMol25 dataset; level of theory: ωB97M-V/def2-TZVPD.

Summary:
2S+1: 1
molecular weight: 75.09 g mol⁻¹
LUMO level: 1.1 eV

Each atom is followed by the atoms it is bonded to, with distances in Å.
Element x y z (Å)
1 N 1.2579 -0.8756 0.0979  C2 1.479, H6 1.052, H7 0.968
2 C -0.2093 -0.9405 -0.0749  N1 1.479, C3 1.446, H8 1.122, H9 1.187
3 C -0.9413 0.2988 -0.2159  C2 1.446, C4 1.300, H10 1.154
4 C -0.4115 1.4127 0.1936  C3 1.300, F5 1.401, H11 1.149
5 F -0.8005 2.6934 -0.2213  C4 1.401
6 H 1.4374 -0.5637 1.0864  N1 1.052
7 H 1.8280 -0.4015 -0.5246  N1 0.968
8 H -0.4949 -1.5944 0.7909  C2 1.122
9 H -0.3469 -1.6079 -1.0469  C2 1.187
10 H -1.8743 0.2508 -0.8936  C3 1.154
11 H 0.5554 1.3278 0.8084  C4 1.149


A single C3H6FN molecule. Source: the OMol25 dataset; level of theory: ωB97M-V/def2-TZVPD.

Summary:
2S+1: 1
molecular weight: 75.09 g mol⁻¹
LUMO level: 1.2 eV

Each atom is followed by the atoms it is bonded to, with distances in Å.
Element x y z (Å)
1 N -1.4702 -0.7558 -0.0316  C2 1.458, H6 1.055, H7 1.035
2 C -0.4967 0.2186 0.4472  N1 1.458, C3 1.509, C4 1.483, H8 1.082
3 C 0.4796 0.9513 -0.4408  C2 1.509, C4 1.492, H9 1.139, H10 1.072
4 C 0.9349 -0.1667 0.4356  C2 1.483, C3 1.492, F5 1.324, H11 1.061
5 F 1.1605 -1.3090 -0.1947  C4 1.324
6 H -0.9022 -1.5871 -0.3473  N1 1.055
7 H -2.0005 -0.3294 -0.8117  N1 1.035
8 H -0.7205 0.5687 1.4458  C2 1.082
9 H 0.4985 0.7363 -1.5587  C3 1.139
10 H 0.9403 1.8945 -0.2224  C3 1.072
11 H 1.5763 -0.2213 1.2785  C4 1.061


A single C3H6FN3 molecule. Source: the OMol25 dataset; level of theory: ωB97M-V/def2-TZVPD.

Summary:
2S+1: 1
molecular weight: 103.10 g mol⁻¹
LUMO level: 0.8 eV

Each atom is followed by the atoms it is bonded to, with distances in Å.
Element x y z (Å)
1 H -1.4732 0.8702 -0.6662  N2 1.037
2 N -0.6058 1.3460 -0.9784  H1 1.037, C3 1.274
3 C 0.4231 0.6518 -0.6902  N2 1.274, N4 1.422, C5 1.503
4 N 1.7298 1.1110 -1.0139  C3 1.422, H9 1.039, H10 1.011
5 C 0.4725 -0.6553 0.0499  C3 1.503, F6 1.339, C7 1.329
6 F 1.5361 -1.4271 -0.2061  C5 1.339
7 C -0.5015 -1.1342 0.8169  C5 1.329, N8 1.357, H11 1.094
8 N -1.5640 -0.4306 1.2842  C7 1.357, H12 1.044, H13 0.994
9 H 1.6372 1.8674 -1.7195  N4 1.039
10 H 2.2696 0.3429 -1.3879  N4 1.011
11 H -0.4197 -2.1860 1.1072  C7 1.094
12 H -1.3209 0.5586 1.5119  N8 1.044
13 H -2.1833 -0.9146 1.8920  N8 0.994


A single C3H6FN3 molecule. Source: the OMol25 dataset; level of theory: ωB97M-V/def2-TZVPD.

Summary:
2S+1: 1
molecular weight: 103.10 g mol⁻¹
LUMO level: 0.9 eV

Each atom is followed by the atoms it is bonded to, with distances in Å.
Element x y z (Å)
1 H -2.0976 -0.8795 1.6230  N2 0.989
2 N -2.0351 0.0792 1.3899  H1 0.989, C3 1.322
3 C -1.0203 0.0293 0.5439  N2 1.322, N4 1.319, C7 1.641
4 N -0.6539 1.1105 -0.1168  C3 1.319, N5 1.344, H9 0.967
5 N 0.3394 0.9790 -1.0134  N4 1.344, C6 1.590, H10 0.966
6 C 1.3785 0.0060 -0.3059  N5 1.590, C7 1.551, H11 1.159, H12 1.208
7 C 0.2347 -0.9447 0.1337  C3 1.641, C6 1.551, F8 1.446, H13 1.091
8 F -0.2479 -1.3618 -1.1643  C7 1.446
9 H -0.8011 1.8193 0.5240  N4 0.967
10 H 0.2449 0.8756 -1.9693  N5 0.966
11 H 1.8698 0.4091 0.6628  C6 1.159
12 H 2.3262 -0.2698 -1.0020  C6 1.208
13 H 0.4625 -1.8522 0.6943  C7 1.091


A single C3H6FNO molecule. Source: the OMol25 dataset; level of theory: ωB97M-V/def2-TZVPD.

Summary:
2S+1: 1
molecular weight: 91.08 g mol⁻¹
LUMO level: 0.9 eV

Each atom is followed by the atoms it is bonded to, with distances in Å.
Element x y z (Å)
1 C -1.0139 -0.2055 -0.5901  C2 1.521, H7 1.136, H8 1.100, H9 1.078
2 C 0.1122 0.7701 -0.2859  C1 1.521, F3 1.400, N4 1.501, H10 1.137
3 F -0.1868 2.0797 0.1090  C2 1.400
4 N 0.9877 0.1713 0.7757  C2 1.501, C5 1.319, H11 1.032
5 C 2.2273 0.0099 0.3552  N4 1.319, O6 1.217, H12 1.131
6 O 2.6912 0.0890 -0.7672  C5 1.217
7 H -0.5989 -1.0808 -1.1832  C1 1.136
8 H -1.4636 -0.5062 0.3673  C1 1.100
9 H -1.7590 0.2157 -1.2457  C1 1.078
10 H 0.8558 0.8611 -1.1406  C2 1.137
11 H 0.6997 0.4387 1.7303  N4 1.032
12 H 2.7140 -0.2345 1.3460  C5 1.131


A gas-phase ion, C3H6FNO2P (charge -1). Source: the OMol25 dataset; level of theory: ωB97M-V/def2-TZVPD.

Summary:
charge: -1
2S+1: 1
molecular weight: 138.06 g mol⁻¹
LUMO level: 3.9 eV

Each atom is followed by the atoms it is bonded to, with distances in Å.
Element x y z (Å)
1 O 3.3846 0.9783 1.3378  C2 1.188
2 C 2.4837 0.2448 1.0872  O1 1.188, N3 1.198
3 N 1.6094 -0.5445 0.8660  C2 1.198, P4 1.976
4 P 0.4381 -0.3028 -0.7068  N3 1.976, F5 1.682, C6 1.894, H9 1.432, H10 1.445, H11 1.418
5 F 1.8069 -0.1311 -1.6683  P4 1.682
6 C -1.0994 -0.4626 0.3875  P4 1.894, C7 1.482, H12 1.096, H13 1.092
7 C -2.0349 0.6661 0.1730  C6 1.482, O8 1.211, H14 1.110
8 O -2.9087 1.0473 0.9194  C7 1.211
9 H 0.5026 1.1086 -0.4723  P4 1.432
10 H -0.4150 -0.1407 -1.8623  P4 1.445
11 H 0.5567 -1.7061 -0.8727  P4 1.418
12 H -1.6076 -1.3969 0.1245  C6 1.096
13 H -0.8366 -0.5052 1.4463  C6 1.092
14 H -1.9585 1.1399 -0.8274  C7 1.110


Ordered largest force on an atom results: 4.46; 3.32; 2.05; 7.13; 4.91; 0.77; unit eV Å⁻¹.
Ordered relative energy (zero: lowest compared OMol25 entry of this formula, charge and spin) results: 19.1; 17.1; 6.0; 78.4; 20.9; 72.5; unit kcal/mol.
Ordered frontier orbital gap results: 10.47; 10.65; 9.23; 9.82; 11.00; 9.18; unit eV.